Record 1
One molecule with the formula C3H4ClN3O at a distorted geometry, computed with wB97M-V/def2-TZVPD.

Last column: Mulliken charge in e.
Atoms and positions in Å:
C -1.003 -0.506 -1.752  0.054
C 0.740 0.082 1.352  -0.390
C -0.509 0.294 0.407  0.165
N 1.881 -0.307 0.600  0.250
N 2.120 -0.581 -0.491  -0.096
N -0.408 -0.603 -0.585  -0.518
O -2.005 0.134 -1.917  -0.531
Cl -0.536 2.031 -0.186  -0.221
H -0.687 -1.169 -2.573  0.381
H 1.212 0.972 1.887  0.288
H 0.509 -0.649 1.993  0.339
H -1.314 0.301 1.265  0.277

For the energy relative to the best compared isomer or geometry (same formula, charge and spin), the calculation gives 414.9 kJ/mol. As for the spin multiplicity: 1.


Record 2
One molecule with the formula C3H7N3O at a distorted geometry, computed with wB97M-V/def2-TZVPD.

Last column: Mulliken charge in e.
Atoms and positions in Å:
H 1.913 2.238 -0.025  0.190
N 1.609 1.209 -0.047  -0.726
C 0.350 0.773 0.002  0.340
N -0.965 1.166 -0.176  -0.291
C -1.859 0.054 0.217  -0.471
C -0.981 -1.192 -0.292  -0.513
N 0.312 -0.619 0.215  0.018
O 1.522 -1.340 0.047  -0.498
H -1.028 2.249 0.079  0.315
H -2.794 0.165 -0.278  0.368
H -1.945 0.008 1.370  0.248
H -1.036 -1.250 -1.327  0.362
H -1.267 -2.100 0.299  0.295
H 2.235 -0.696 0.008  0.364

For the energy relative to the best compared isomer or geometry (same formula, charge and spin), the calculation gives 337.1 kJ/mol. As for the spin multiplicity: 1. As for the SMILES: [H]/N=C1\NCCN1O.


Record 3
One molecule with the formula C14H31NO3, computed with wB97M-V/def2-TZVPD.

Last column: Mulliken charge in e.
Atoms and positions in Å:
C -4.126 -1.238 1.184  -1.638
C -3.037 -1.672 0.205  0.783
C -3.570 -1.608 -1.224  -1.484
C -1.797 -0.791 0.391  -0.576
C -0.569 -1.305 -0.370  -1.383
N 0.618 -0.536 -0.015  1.378
C 0.604 0.784 -0.641  -1.788
C 0.501 1.907 0.398  -0.452
C 0.053 3.243 -0.204  0.807
C -0.196 4.256 0.913  -1.652
C 1.085 3.793 -1.185  -1.489
C 1.899 -1.257 0.000  1.771
C 3.005 -0.287 0.500  -1.044
O 4.254 -0.898 0.672  -0.607
C 1.801 -2.397 1.038  -1.644
O 1.374 -1.918 2.286  -0.618
C 2.352 -1.830 -1.365  -1.089
O 1.701 -3.011 -1.762  -0.597
H -5.009 -1.863 1.075  0.451
H -4.414 -0.205 0.997  0.322
H -3.777 -1.316 2.211  0.393
H -2.764 -2.710 0.430  0.295
H -3.799 -0.579 -1.497  0.294
H -2.849 -2.002 -1.936  0.334
H -4.482 -2.194 -1.312  0.452
H -2.033 0.227 0.075  0.198
H -1.547 -0.757 1.454  0.195
H -0.430 -2.351 -0.101  0.398
H -0.767 -1.254 -1.454  0.283
H 1.485 0.934 -1.270  0.402
H -0.268 0.851 -1.300  0.425
H 1.462 2.046 0.894  0.439
H -0.221 1.601 1.157  0.218
H -0.889 3.085 -0.742  0.257
H 0.722 4.439 1.467  0.337
H -0.949 3.889 1.606  0.389
H -0.542 5.201 0.501  0.443
H 0.773 4.767 -1.555  0.461
H 1.207 3.131 -2.039  0.303
H 2.050 3.906 -0.694  0.311
H 2.659 0.168 1.435  0.432
H 3.182 0.500 -0.234  0.339
H 4.220 -1.458 1.456  0.401
H 2.783 -2.853 1.179  0.716
H 1.141 -3.197 0.678  0.361
H 0.658 -1.293 2.106  0.347
H 3.410 -2.090 -1.285  0.519
H 2.247 -1.051 -2.133  0.274
H 0.788 -2.807 -1.990  0.331

For the energy relative to the best compared isomer or geometry (same formula, charge and spin), the calculation gives 0.0 kJ/mol. As for the spin multiplicity: 1. As for the SMILES: CC(C)CCN(CCC(C)C)C(CO)(CO)CO.


Record 4
One molecule with the formula C21H26N2O6 at a distorted geometry, computed with wB97M-V/def2-TZVPD.

Last column: Mulliken charge in e.
Atoms and positions in Å:
C -2.212 -1.096 -5.385  -1.564
C -1.738 -1.109 -3.939  0.695
O -0.596 -0.254 -3.788  -0.384
C 0.593 -0.824 -3.636  0.789
O 0.830 -1.999 -3.705  -0.627
C 1.677 0.250 -3.455  -0.733
N 2.348 0.055 -2.187  -0.134
C 1.653 -0.398 -1.124  0.596
O 0.461 -0.657 -1.216  -0.839
C 2.393 -0.540 0.153  0.483
C 1.937 -1.494 1.057  -0.551
C 2.531 -1.672 2.301  -1.157
C 3.587 -0.847 2.608  0.984
C 4.044 0.122 1.709  0.569
C 3.471 0.297 0.476  -1.010
O 5.087 0.804 2.271  -0.503
C 5.276 0.240 3.552  -0.283
O 4.334 -0.795 3.747  -0.482
C -2.857 -0.642 -2.986  0.407
O -4.027 -0.744 -3.295  -0.719
N -2.421 -0.149 -1.819  0.068
C -3.338 0.276 -0.785  -0.926
C -3.121 -0.472 0.545  -1.237
C -2.395 0.348 1.577  0.905
C -2.948 0.657 2.742  -0.977
C -2.273 1.453 3.818  -0.701
C -1.019 2.155 3.306  -0.889
C -0.203 1.188 2.456  -0.680
C -1.006 0.797 1.219  0.681
H -3.161 -1.620 -5.446  0.384
H -1.482 -1.578 -6.030  0.405
H -2.360 -0.069 -5.711  0.322
H -1.445 -2.127 -3.645  0.263
H 1.201 1.235 -3.496  0.250
H 2.401 0.149 -4.264  0.408
H 3.347 0.159 -2.140  0.272
H 1.101 -2.111 0.769  0.485
H 2.180 -2.414 2.996  0.443
H 3.821 1.073 -0.184  0.468
H 6.295 -0.170 3.629  0.261
H 5.136 1.015 4.321  0.259
H -1.432 -0.164 -1.605  0.233
H -4.339 0.076 -1.175  0.482
H -3.240 1.355 -0.626  0.412
H -2.549 -1.379 0.337  0.446
H -4.088 -0.774 0.949  0.385
H -3.944 0.307 2.979  0.351
H -2.009 0.776 4.639  0.305
H -2.976 2.185 4.224  0.418
H -1.305 3.013 2.695  0.324
H -0.427 2.523 4.147  0.356
H 0.025 0.294 3.040  0.260
H 0.745 1.641 2.156  0.245
H -1.068 1.657 0.543  0.397
H -0.496 0.000 0.679  -0.617

For the energy relative to the best compared isomer or geometry (same formula, charge and spin), the calculation gives 78.1 kJ/mol. As for the spin multiplicity: 1. As for the SMILES: C[C@@H](OC(=O)CNC(=O)c1ccc2c(c1)OCO2)C(=O)NCCC1=CCCCC1.


Record 5
An isolated ion of composition C5H9N2 and charge +1 at a distorted geometry, computed with wB97M-V/def2-TZVPD.

Last column: Mulliken charge in e.
Atoms and positions in Å:
C -0.005 -2.754 -0.388  -0.211
C -0.863 -0.908 1.150  -0.382
C -0.190 2.102 -0.024  -0.336
C 1.179 1.840 -0.502  -0.314
C 0.329 -0.275 0.511  -0.406
N -0.063 -1.590 0.165  0.062
N 0.186 0.768 -0.490  0.053
H 0.691 -2.939 -1.193  0.272
H -0.646 -3.544 -0.034  0.268
H -0.761 -1.208 2.185  0.239
H -1.890 -0.719 0.843  0.273
H -0.368 2.165 1.040  0.254
H -0.879 2.666 -0.634  0.281
H 1.501 2.202 -1.468  0.299
H 1.967 1.726 0.230  0.259
H -0.189 0.469 -1.392  0.389

For the energy relative to the best compared isomer or geometry (same formula, charge and spin), the calculation gives 588.0 kJ/mol. As for the spin multiplicity: 1. Its charge is +1.


Record 6
A 9-piece molecular cluster, C49H72BBr2ClIN3O28PS overall at a distorted geometry, computed with wB97M-V/def2-TZVPD.

Last column: Mulliken charge in e.
Atoms and positions in Å:
C 1.933 -5.294 -2.183  -0.742
C 0.301 -4.962 -2.281  0.526
O -0.372 -5.708 -3.182  -0.548
O -0.383 -3.950 -1.453  -0.123
C -0.920 -2.870 -2.278  -1.220
C -1.753 -1.673 -1.523  0.520
Cl -1.539 -0.343 -2.873  -0.063
C -0.815 -1.128 -0.317  -0.521
N 0.417 -0.471 -0.872  -0.272
C 1.577 -1.144 -0.725  0.717
C 2.230 -1.904 0.556  -0.794
C 2.558 -1.120 -2.086  -0.960
C -1.452 0.012 0.702  1.459
C -0.670 -0.161 2.131  -0.077
C 0.208 1.094 2.675  -1.245
C 1.633 1.378 1.921  1.579
C 2.182 2.950 2.098  -0.157
N 3.321 3.294 1.165  0.465
C 4.318 4.451 1.381  -0.512
C 5.472 4.628 0.207  -0.550
C 5.084 3.430 -0.867  -0.290
C 3.769 2.709 -0.165  -0.191
P -1.351 1.806 0.015  0.399
S -2.389 3.128 1.070  -0.413
C -3.015 -0.460 0.988  -1.280
C -3.756 -0.807 -0.437  -0.212
C -5.364 -0.720 -0.171  -0.727
C -5.885 -1.033 1.344  -0.474
C -7.374 -1.783 1.177  -1.002
I -6.367 0.801 2.522  0.028
N -3.220 -1.952 -1.227  1.530
B -3.434 -3.137 -0.241  1.861
O -2.431 -3.691 0.671  -0.723
O -4.782 -3.751 0.047  -1.227
C -3.949 -2.480 -2.427  -0.116
Br -3.966 -4.483 -2.947  -0.035
C -4.722 -1.741 -3.461  -0.321
C -5.501 -2.469 -4.758  -1.031
Br -4.926 0.219 -3.472  -0.047
H 2.606 -4.347 -2.340  0.070
H 2.220 -5.734 -1.125  0.279
H 2.254 -6.065 -3.026  0.321
H -1.416 -3.233 -3.303  0.511
H 0.076 -2.345 -2.696  0.593
H -0.492 -2.051 0.317  0.452
H 3.217 -2.494 0.242  0.361
H 2.450 -1.249 1.496  -0.026
H 1.480 -2.758 0.921  0.223
H 2.895 -2.189 -2.417  0.005
H 3.540 -0.555 -1.713  0.431
H 2.111 -0.456 -2.939  0.270
H 0.047 -1.114 2.186  0.117
H -1.485 -0.373 2.979  0.143
H -0.343 2.118 2.777  0.219
H 0.508 0.802 3.796  0.356
H 2.504 0.723 2.410  -0.192
H 1.626 1.197 0.767  -1.067
H 1.289 3.689 1.846  0.151
H 2.488 3.065 3.235  -0.040
H 4.371 5.211 2.269  0.459
H 6.361 5.416 0.148  0.298
H 5.638 3.193 -1.877  0.229
H 3.258 1.788 -0.711  0.138
H -1.944 1.951 -1.322  0.110
H -0.017 2.331 -0.102  0.085
H -3.157 -1.193 1.870  0.220
H -3.558 0.543 1.351  0.081
H -3.517 0.214 -1.017  0.122
H -6.003 -1.426 -0.893  0.056
H -5.763 0.376 -0.430  0.634
H -5.245 -1.807 1.954  0.383
H -7.550 -2.386 2.192  0.338
H -7.386 -2.586 0.326  0.113
H -8.181 -0.949 1.000  0.390
H -2.409 -4.697 0.507  -0.005
H -4.671 -4.700 0.350  0.178
H -4.742 -3.065 -5.448  0.287
H -6.150 -1.716 -5.373  0.349
H -6.272 -3.244 -4.278  0.318
C 0.377 7.632 3.541  -0.378
C 1.725 7.283 3.001  -0.285
O 2.193 6.300 3.905  -0.209
C 1.093 5.740 4.487  0.661
O 1.117 4.744 5.191  -0.582
O -0.039 6.438 4.177  -0.307
H -0.327 7.917 2.754  0.303
H 0.420 8.433 4.287  0.263
H 1.673 6.845 1.998  0.245
H 2.401 8.142 2.979  0.331
C 6.082 1.681 5.039  -0.379
C 4.633 1.331 4.937  -0.154
O 4.546 0.663 3.693  -0.210
C 5.790 0.171 3.419  0.586
O 6.040 -0.602 2.510  -0.575
O 6.717 0.657 4.296  -0.342
H 6.438 1.686 6.073  0.317
H 6.313 2.647 4.579  0.264
H 4.311 0.647 5.729  0.261
H 3.990 2.216 4.948  0.181
C -11.789 -2.513 -0.261  -0.295
C -11.446 -3.556 -1.274  -0.341
O -10.494 -2.909 -2.098  -0.295
C -9.933 -1.914 -1.350  0.629
O -8.957 -1.265 -1.688  -0.545
O -10.606 -1.741 -0.175  -0.281
H -12.043 -2.944 0.711  0.293
H -12.610 -1.866 -0.588  0.274
H -10.981 -4.439 -0.824  0.254
H -12.315 -3.871 -1.859  0.291
C 10.423 6.820 1.484  -0.346
C 9.540 6.846 0.279  -0.358
O 8.284 6.442 0.788  -0.253
C 8.285 6.728 2.123  0.593
O 7.301 6.666 2.841  -0.522
O 9.530 7.091 2.548  -0.320
H 11.213 7.575 1.439  0.293
H 10.879 5.838 1.648  0.256
H 9.443 7.850 -0.147  0.261
H 9.882 6.160 -0.501  0.333
C 7.078 -0.139 -4.788  -0.459
C 5.712 0.049 -4.212  0.515
O 5.808 1.294 -3.547  -0.211
C 6.825 1.984 -4.141  0.574
O 7.074 3.160 -3.933  -0.586
O 7.528 1.186 -4.998  -0.335
H 7.061 -0.696 -5.728  0.333
H 7.761 -0.637 -4.091  0.295
H 4.939 0.118 -4.984  -0.221
H 5.444 -0.746 -3.510  0.150
C -5.474 -0.221 6.288  -0.114
C -4.126 -0.570 5.748  0.099
O -3.658 -1.554 6.652  -0.335
C -4.758 -2.114 7.234  0.605
O -4.734 -3.109 7.938  -0.552
O -5.889 -1.415 6.924  -0.334
H -6.177 0.064 5.501  0.105
H -5.431 0.580 7.034  0.268
H -4.178 -1.008 4.745  -0.101
H -3.450 0.289 5.726  0.317
C 2.934 2.916 -8.145  -0.329
C 4.283 2.566 -8.686  -0.296
O 4.750 1.583 -7.782  -0.306
C 3.650 1.023 -7.200  0.657
O 3.675 0.028 -6.496  -0.653
O 2.519 1.722 -7.509  -0.282
H 2.231 3.201 -8.933  0.289
H 2.977 3.717 -7.399  0.277
H 4.231 2.129 -9.688  0.272
H 4.958 3.426 -8.707  0.302
C -3.123 -8.826 -0.415  -0.341
C -1.837 -8.256 0.088  -0.267
O -2.212 -6.978 0.567  -0.315
C -3.545 -7.038 0.857  0.740
O -4.162 -6.168 1.448  -0.656
O -4.097 -8.200 0.399  -0.301
H -3.168 -9.913 -0.307  0.319
H -3.316 -8.564 -1.461  0.243
H -1.419 -8.835 0.918  0.265
H -1.084 -8.169 -0.699  0.283

As for the spin multiplicity: 1. The total energy is -295266.934 eV. Its charge is +1.


Record 7
An isolated ion of composition C3H7N2O2 and charge +1 at a distorted geometry, computed with wB97M-V/def2-TZVPD.

Last column: Mulliken charge in e.
Atoms and positions in Å:
N 1.927 -1.625 -0.797  -0.329
C 0.897 -1.029 -0.325  0.722
O -0.190 -1.669 -0.117  -0.428
O 1.047 0.238 0.059  -0.456
C -0.158 1.297 0.507  0.115
C -1.444 1.300 -0.180  -0.235
N -1.233 0.584 1.093  -0.547
H 1.903 -2.506 -1.416  0.307
H 2.795 -1.127 -0.846  0.262
H -0.770 -1.190 0.425  0.453
H 0.523 2.034 0.919  0.402
H -2.069 2.209 -0.211  0.309
H -1.614 0.565 -1.076  0.163
H -1.614 0.919 1.965  0.261

For the energy relative to the best compared isomer or geometry (same formula, charge and spin), the calculation gives 133.2 kJ/mol. As for the spin multiplicity: 1. As for the SMILES: [NH2+]=C(O)O[C@H]1CN1. Its charge is +1.


Record 8
An isolated ion of composition C12H19N2 and charge +1 at a distorted geometry, computed with wB97M-V/def2-TZVPD.

Last column: Mulliken charge in e.
Atoms and positions in Å:
C 1.583 3.152 1.283  -0.302
N 1.013 2.365 0.458  -0.251
C -0.077 2.798 -0.308  -0.957
C -0.765 1.517 -0.805  -0.595
N 0.304 0.536 -0.864  0.474
C 0.607 -0.001 -2.239  -0.901
C 0.223 -0.440 0.216  0.279
C 1.311 -0.788 0.874  -0.939
C 1.425 -1.930 1.874  -0.881
C 0.623 -3.011 1.220  -0.679
C -0.457 -2.796 0.480  -1.027
C -0.942 -1.450 0.215  1.217
C -2.296 -1.298 1.056  -0.832
C -2.273 -1.362 -0.419  -0.557
H 2.455 2.786 1.821  0.247
H 1.389 4.193 1.557  0.267
H 0.161 3.439 -1.163  0.336
H -0.873 3.388 0.295  0.460
H -1.338 1.306 0.051  0.117
H -1.256 1.565 -1.755  0.633
H 1.129 1.077 -0.534  0.553
H 1.620 -0.407 -2.214  0.286
H -0.148 -0.619 -2.641  0.349
H 0.548 0.874 -2.883  0.471
H 2.241 -0.228 0.684  0.358
H 2.392 -2.312 1.928  0.485
H 0.978 -1.644 2.871  0.260
H 0.991 -3.959 1.636  0.398
H -1.150 -3.602 0.362  0.454
H -2.589 -0.477 1.594  0.323
H -2.510 -2.195 1.586  0.321
H -2.433 -2.300 -0.859  0.243
H -2.833 -0.644 -0.939  0.392

For the energy relative to the best compared isomer or geometry (same formula, charge and spin), the calculation gives 531.6 kJ/mol. As for the spin multiplicity: 1. As for the SMILES: C=NCC[N@H+](C)C1=CCC=CC12CC2. Its charge is +1.